(1)
Below is 11 unconnected molecules or ions with the total composition C33H81F3O41P8 in a non-equilibrium geometry, with properties calculated with wB97M-V/def2-TZVPD.

CARTESIAN COORDINATES (ANGSTROEM)
1 O -0.9120 -1.2856 1.4671
2 C -0.4443 -0.9828 0.3576
3 O -1.0405 -1.1903 -0.8110
4 C -0.4472 -0.4541 -1.7819
5 C 0.9611 -0.2781 -1.2726
6 F 1.5228 0.9049 -1.5648
7 O 0.7455 -0.4208 0.0870
8 H -0.4050 -1.0042 -2.7219
9 H -0.9744 0.4188 -2.1668
10 H 1.5892 -1.0626 -1.6946
11 O -5.0162 3.6479 4.1728
12 C -3.9038 3.3348 4.6208
13 O -3.6867 2.4408 5.6313
14 C -2.3024 2.0648 5.6425
15 C -1.6917 3.3373 5.1146
16 F -0.6185 3.0201 4.3454
17 O -2.7469 3.7268 4.1933
18 H -2.0072 1.7802 6.6525
19 H -2.1460 1.2432 4.9435
20 H -1.4351 4.1666 5.7738
21 O 5.1075 7.1240 -0.8545
22 C 4.5952 6.2787 -0.1826
23 O 3.4905 5.5536 -0.5608
24 C 3.2517 4.4756 0.4152
25 C 3.8824 5.1020 1.6013
26 F 4.3504 4.1562 2.4022
27 O 4.9559 5.9204 1.0105
28 H 2.2593 4.1192 0.6914
29 H 3.9399 3.6731 0.1496
30 H 3.0610 5.5055 2.1935
31 C 2.0103 -0.8201 9.9797
32 O 2.6001 -0.7230 8.6948
33 P 3.0855 0.6646 8.1194
34 O 1.9894 1.6342 7.8898
35 O 4.2492 1.1238 9.1682
36 C 5.1643 0.2531 9.8060
37 O 3.9655 0.3129 6.7720
38 C 3.4220 -0.4693 5.7302
39 H 2.4974 -1.5980 10.5677
40 H 0.9739 -1.1512 9.9138
41 H 2.2186 0.0813 10.5559
42 H 6.1131 0.7887 9.8386
43 H 5.3146 -0.7351 9.3713
44 H 4.7826 0.2395 10.8269
45 H 4.1876 -1.1813 5.4221
46 H 3.2495 0.1323 4.8378
47 H 2.5466 -1.0573 6.0061
48 C 11.0847 1.0248 -2.1900
49 O 10.5783 2.2969 -2.6907
50 P 9.0864 2.7731 -2.2666
51 O 8.8167 2.6181 -0.8652
52 O 8.9574 4.2653 -2.8600
53 C 9.9465 5.2428 -2.5919
54 O 8.1862 1.9085 -3.2944
55 C 6.8441 2.3359 -3.5268
56 H 11.1207 0.2796 -2.9847
57 H 10.5371 0.6589 -1.3216
58 H 12.1285 1.1729 -1.9131
59 H 10.5653 5.4417 -3.4670
60 H 10.5344 4.9232 -1.7315
61 H 9.5780 6.2369 -2.3390
62 H 6.1899 1.5275 -3.2002
63 H 6.7226 2.7166 -4.5409
64 H 6.4275 3.0282 -2.7953
65 C 6.5959 -2.1430 0.7188
66 O 5.5702 -2.9921 1.0613
67 P 4.9442 -4.2694 0.2048
68 O 5.4607 -5.6624 0.2924
69 O 3.4698 -4.2060 0.7162
70 C 3.0030 -4.7226 1.9537
71 O 4.9634 -3.6892 -1.2861
72 C 4.0217 -4.1838 -2.2449
73 H 7.1932 -2.5358 -0.1040
74 H 7.2630 -1.9537 1.5598
75 H 6.1872 -1.1705 0.4444
76 H 3.8260 -4.7851 2.6657
77 H 2.6044 -5.7305 1.8384
78 H 2.2648 -3.9877 2.2747
79 H 3.2197 -4.7846 -1.8160
80 H 4.5542 -4.7563 -3.0045
81 H 3.4522 -3.4292 -2.7875
82 C -2.9538 -6.0381 3.6449
83 O -4.0552 -5.3462 4.2398
84 P -4.4768 -5.6417 5.7778
85 O -5.5926 -4.7869 6.2565
86 O -4.6520 -7.2153 5.8118
87 C -5.8163 -7.9350 6.0723
88 O -3.0635 -5.3644 6.6190
89 C -2.6384 -4.0639 6.8345
90 H -3.4484 -6.9797 3.4063
91 H -2.1247 -6.1161 4.3481
92 H -2.5793 -5.5838 2.7275
93 H -5.5178 -8.6866 6.8031
94 H -5.9906 -8.5877 5.2170
95 H -6.7101 -7.3926 6.3804
96 H -3.2661 -3.3750 6.2693
97 H -1.5969 -4.0351 6.5144
98 H -2.7929 -3.7654 7.8714
99 C -1.3959 -7.5856 -5.5435
100 O -2.4059 -7.2963 -4.5638
101 P -2.6283 -5.7916 -4.1888
102 O -1.4199 -4.9977 -3.7918
103 O -3.3881 -5.1778 -5.5274
104 C -4.3861 -5.9188 -6.0909
105 O -3.7520 -5.7855 -3.0320
106 C -4.5815 -4.6459 -2.9596
107 H -1.0516 -8.6111 -5.4104
108 H -0.5152 -6.9481 -5.4649
109 H -1.7649 -7.3586 -6.5437
110 H -4.0894 -6.2265 -7.0935
111 H -5.2701 -5.3194 -6.3086
112 H -4.6504 -6.8166 -5.5322
113 H -5.1894 -4.6823 -2.0556
114 H -5.2434 -4.7118 -3.8230
115 H -3.9533 -3.7551 -2.9604
116 C -6.7555 0.1342 1.8669
117 O -7.9988 -0.1105 1.3845
118 P -8.6355 0.6995 0.1075
119 O -10.0724 0.2959 0.0189
120 O -8.3189 2.2652 0.4939
121 C -9.2483 3.3015 0.1344
122 O -7.5746 0.3670 -1.0631
123 C -6.6157 1.3066 -1.6576
124 H -6.2868 0.9414 1.3039
125 H -6.0960 -0.7298 1.7853
126 H -6.7486 0.4845 2.8991
127 H -10.2594 2.8945 0.1493
128 H -9.1716 3.6760 -0.8863
129 H -9.2904 4.0861 0.8899
130 H -5.6838 1.3602 -1.0948
131 H -7.0963 2.2847 -1.6361
132 H -6.4281 1.1036 -2.7120
133 C -3.5280 7.5208 0.0259
134 O -3.6378 8.1529 -1.2467
135 P -4.0595 7.2962 -2.5912
136 O -5.5063 6.8927 -2.6325
137 O -3.5214 8.2682 -3.7606
138 C -4.2738 9.4680 -4.0349
139 O -3.0504 6.0023 -2.4205
140 C -1.6752 6.0759 -2.1461
141 H -3.9761 6.5353 -0.1011
142 H -4.1286 8.0044 0.7963
143 H -2.5058 7.4757 0.4017
144 H -3.7162 10.2179 -3.4737
145 H -5.3143 9.4497 -3.7107
146 H -4.2169 9.8782 -5.0431
147 H -1.1862 6.6679 -2.9197
148 H -1.2309 5.1016 -2.3499
149 H -1.2108 6.4089 -1.2178
150 C 2.5980 0.6440 -8.2301
151 O 1.1871 0.4405 -8.4296
152 P 0.2174 0.1341 -7.1420
153 O 0.4606 1.0520 -5.9854
154 O -1.2546 0.1067 -7.7702
155 C -2.4075 -0.0026 -6.9725
156 O 0.5284 -1.4448 -6.8814
157 C 0.4745 -2.4294 -7.9268
158 H 3.2362 -0.0730 -8.7466
159 H 2.8837 0.6150 -7.1786
160 H 2.7987 1.6698 -8.5390
161 H -3.1024 0.7980 -7.2264
162 H -2.1788 0.0281 -5.9072
163 H -3.0411 -0.8499 -7.2346
164 H -0.0499 -3.3236 -7.5898
165 H 1.4921 -2.7503 -8.1491
166 H -0.0655 -2.1084 -8.8176

Calculated values
Molecular weight in g/mol: 1438.76
SMILES: O=C1OC[C@@H](F)O1.O=C1OC[C@@H](F)O1.O=C1OC[C@@H](F)O1.COP(=O)(OC)OC.COP(=O)(OC)OC.COP(=O)(OC)OC.COP(=O)(OC)OC.COP(=O)(OC)OC.COP(=O)(OC)OC.COP(=O)(OC)OC.COP(=O)(OC)OC
Energy in eV: -201957.3383
Highest occupied orbital energy in eV: -10.21
ΔE to the lowest compared entry with this formula, charge and spin in kcal per mole: 0.0



(2)
Below is a gas-phase ion, C2H3N4S (charge -1) in a non-equilibrium geometry, with properties calculated with wB97M-V/def2-TZVPD.

CARTESIAN COORDINATES (ANGSTROEM)
1 C -1.7297 0.2317 0.0205
2 N -0.2370 -0.3814 -0.1080
3 N 0.6560 -1.6474 -0.2117
4 N 1.8338 -1.2107 -0.0983
5 C 1.8799 0.1187 0.0553
6 S 3.1832 1.1673 0.0284
7 N 0.6065 0.6104 0.0539
8 H -2.1085 0.0041 1.0978
9 H -1.6068 1.2734 -0.1781
10 H -2.4773 -0.1662 -0.6598

Calculated values
Molecular weight in g/mol: 115.14
SMILES: Cn1nnc([S-])n1
Energy in eV: -18916.7491
Total charge: -1
Highest occupied orbital energy in eV: -2.48
ΔE to the lowest compared entry with this formula, charge and spin in kcal per mole: 54.9



(3)
Below is C13H18N4O4 in the gas phase in a non-equilibrium geometry, with properties calculated with wB97M-V/def2-TZVPD.

CARTESIAN COORDINATES (ANGSTROEM)
1 N 3.6173 -1.7425 4.9673
2 C 3.3805 -0.7762 4.0265
3 O 3.1444 0.2345 4.5499
4 C 3.4271 -0.8814 2.4683
5 N 2.1791 -0.1950 2.0002
6 C 2.2623 1.1668 1.4502
7 C 0.7778 1.6437 1.2089
8 C -0.0045 0.3100 1.1311
9 N -0.5803 0.0252 -0.2341
10 C 0.1969 -0.7629 -1.1920
11 C -0.5392 -0.9111 -2.5408
12 O -0.2350 -1.8237 -3.2565
13 N -1.8109 -0.3239 -2.8369
14 C -2.6782 -0.5244 -3.9778
15 C -3.9441 0.3487 -3.6806
16 C -3.6877 0.9579 -2.2081
17 C -2.1947 0.8820 -2.0013
18 C -1.6346 0.8109 -0.5541
19 O -2.2455 1.3730 0.3521
20 C 0.9917 -0.7276 1.6453
21 O 0.7112 -1.8968 1.9214
22 H 3.6486 -1.3680 5.8794
23 H 3.9688 -2.6996 4.8144
24 H 3.4667 -1.8732 2.0773
25 H 4.3624 -0.3410 2.1810
26 H 2.8433 1.8027 2.1105
27 H 2.8219 1.0977 0.4994
28 H 0.8015 2.3021 0.2861
29 H 0.4414 2.1313 2.0315
30 H -0.7707 0.2250 1.9679
31 H 1.1907 -0.3115 -1.3615
32 H 0.1791 -1.7069 -0.8239
33 H -2.1929 -0.0168 -4.8810
34 H -3.0543 -1.5531 -3.9510
35 H -4.8337 -0.3248 -3.6864
36 H -4.0501 1.2440 -4.4047
37 H -4.2992 0.5038 -1.3887
38 H -3.9357 2.0217 -2.1809
39 H -1.7212 1.6795 -2.4089

Calculated values
Molecular weight in g/mol: 294.31
SMILES: NC(=O)CN1CC[C@@H](N2CC(=O)N3CCC[C@H]3C2=O)C1=O
Energy in eV: -27922.4720
Highest occupied orbital energy in eV: -9.12
ΔE to the lowest compared entry with this formula, charge and spin in kcal per mole: 51.6



(4)
Below is a molecular structure, C27H28Cl4N4NiO9S2, with properties calculated with wB97M-V/def2-TZVPD.

CARTESIAN COORDINATES (ANGSTROEM)
1 Ni -0.0456 -0.0401 3.1488
2 O -5.4679 -2.8280 3.2776
3 C -4.2614 -2.1832 3.2198
4 C -4.0585 -1.1057 2.3639
5 C -2.8140 -0.5053 2.3670
6 N -1.8542 -0.9389 3.1674
7 C -2.0208 -1.9815 3.9681
8 C -3.2318 -2.6473 4.0285
9 C -0.7604 -2.3760 4.7577
10 O -0.8377 -3.3870 5.4613
11 O 0.2234 -1.6035 4.5712
12 C -2.3901 0.6160 1.4098
13 O -3.2407 1.0130 0.6004
14 O -1.1866 0.9734 1.5282
15 H -6.0707 -2.3830 2.6733
16 H -4.8222 -0.7293 1.6936
17 H -3.3480 -3.4973 4.6849
18 C 1.6673 -1.5480 -5.1315
19 C 1.3697 -1.8254 -3.6483
20 C 0.0144 -1.1842 -3.3398
21 C 1.2642 -3.3473 -3.4853
22 C 2.5341 -1.2697 -2.7657
23 O 3.7705 -1.7846 -3.3243
24 C 2.7011 0.2689 -2.7583
25 C 1.9159 1.2082 -1.8255
26 C 0.5936 1.7384 -2.3212
27 C 0.4951 2.3733 -3.5582
28 C -0.7203 2.8520 -4.0217
29 C -1.8449 2.7032 -3.2250
30 Cl -3.3806 3.3000 -3.8253
31 C -1.7775 2.1108 -1.9777
32 C -0.5488 1.6332 -1.5359
33 C 2.6756 -1.8808 -1.3498
34 N 1.6218 -1.7472 -0.3658
35 C 1.6957 -1.0701 0.7859
36 N 0.5865 -1.2495 1.4737
37 C -0.1393 -2.0873 0.6949
38 N 0.4556 -2.4351 -0.4221
39 H 0.7922 -1.8325 -5.7195
40 H 2.5117 -2.1355 -5.4980
41 H 1.8517 -0.4900 -5.3316
42 H -0.7609 -1.7298 -3.8846
43 H -0.0203 -0.1469 -3.6703
44 H -0.2426 -1.2202 -2.2845
45 H 0.5710 -3.7386 -4.2347
46 H 0.8783 -3.6160 -2.5035
47 H 2.2343 -3.8243 -3.6393
48 H 3.9546 -1.2790 -4.1218
49 H 2.5888 0.6253 -3.7878
50 H 3.7572 0.4026 -2.5079
51 H 2.5712 2.0636 -1.6402
52 H 1.7799 0.7712 -0.8405
53 H 1.3784 2.4936 -4.1771
54 H -0.7996 3.3388 -4.9849
55 H -2.6434 1.9999 -1.3352
56 H -0.5102 1.1857 -0.5459
57 H 3.5532 -1.4090 -0.9066
58 H 2.8996 -2.9396 -1.4685
59 H 2.5347 -0.4546 1.0797
60 H -1.1214 -2.4413 0.9628
61 C 1.1516 3.7131 1.5503
62 O 1.4467 2.7235 2.5266
63 C 2.4380 1.8541 2.3639
64 S 3.5806 2.0096 1.1312
65 S 2.3404 0.5601 3.4705
66 H 0.2251 4.1600 1.9019
67 H 1.0074 3.2489 0.5721
68 H 1.9589 4.4430 1.4809
69 Cl -3.4303 2.1536 5.9762
70 C -1.7476 2.7551 6.0790
71 Cl -1.7998 4.4822 6.4984
72 Cl -0.9071 1.8847 7.3752
73 C -1.0532 2.4933 4.6581
74 O -0.8855 3.4710 3.9539
75 O -0.8466 1.2692 4.5072

Calculated values
Molecular weight in g/mol: 817.18
Energy in eV: -165651.3769
Total charge: -2
2S+1: 3
Highest occupied orbital energy (spin up / spin down) in eV: -2.56 / -2.62
ΔE to the lowest compared entry with this formula, charge and spin in kcal per mole: 4.4